Record 1
C27H29BrCaN5OS | ωB97M-V/def2-TZVPD

```
65
Properties=species:S:1:pos:R:3:forces:R:3
Ca 0.130498 -0.758202 -0.545986 0.1 0.1 0.1
Br -3.549077 6.151854 -0.783094 0.0 0.0 0.0
C -2.461936 4.611791 -0.940731 0.0 0.0 0.0
C -1.702311 4.411124 -2.100243 0.0 0.0 0.1
C -0.904242 3.300903 -2.218942 0.0 0.0 0.0
C -0.824967 2.318594 -1.201219 0.0 0.0 0.0
O -0.051025 1.289012 -1.342803 -0.1 0.0 0.0
C -1.620396 2.532013 -0.040588 0.0 0.0 0.0
C -1.636277 1.636151 1.088478 0.0 0.0 0.0
N -1.179597 0.432891 1.138508 0.0 0.0 0.0
C -1.319680 -0.268267 2.359252 0.0 0.0 0.0
C -2.418695 -0.169736 3.172703 0.0 0.0 0.0
C -2.489298 -0.859468 4.399857 0.0 0.0 0.0
C -1.456452 -1.648280 4.808074 0.0 0.0 0.0
C -0.321994 -1.807339 3.977025 0.0 0.0 0.0
C 0.769166 -2.625708 4.344400 0.0 0.0 0.0
C 1.822847 -2.766015 3.492993 0.0 0.0 0.0
C 1.771267 -2.107885 2.251459 0.0 0.0 0.0
N 0.785051 -1.331524 1.867589 -0.1 0.0 0.0
C -0.259169 -1.143974 2.733352 0.0 -0.1 0.0
C -2.406224 3.696456 0.073497 0.0 0.0 0.0
H -1.739305 5.141914 -2.897203 0.0 0.0 0.0
H -0.296457 3.156422 -3.103470 0.0 0.0 0.0
H -2.090405 2.061673 1.988624 0.0 0.0 0.0
H -3.255037 0.445669 2.865408 0.0 0.0 0.0
H -3.369195 -0.748080 5.019132 0.0 0.0 0.0
H -1.489645 -2.168786 5.756423 0.0 0.0 0.0
H 0.750095 -3.132992 5.301168 0.0 0.0 0.0
H 2.678259 -3.379106 3.738007 0.0 0.0 0.0
H 2.583201 -2.244129 1.547448 0.0 0.0 0.0
H -2.980289 3.859561 0.978046 0.0 0.0 0.0
C 3.217120 1.054643 0.016788 0.0 0.0 0.0
C 3.666392 0.555794 -1.360435 0.0 0.0 0.0
C 5.142873 0.161262 -1.353551 0.0 0.0 0.0
C 2.781081 -0.582115 -1.822169 0.0 0.0 0.0
C 1.901313 -0.428587 -2.890883 0.0 0.0 0.0
C 1.071218 -1.469860 -3.295083 0.0 0.0 0.0
C 1.076010 -2.702765 -2.643338 0.0 0.0 0.0
C 0.188997 -3.831667 -3.090074 0.0 0.0 0.0
C 1.954787 -2.857832 -1.566972 0.0 0.0 0.0
C 2.794427 -1.821151 -1.174032 0.0 0.0 0.0
H 3.846203 1.881498 0.347964 0.0 0.0 0.0
H 3.294645 0.260558 0.765170 0.0 0.0 0.0
H 2.185885 1.415336 -0.014653 0.0 0.0 0.0
H 3.533035 1.372501 -2.073914 0.0 0.0 0.0
H 5.341911 -0.628062 -0.625575 0.0 0.0 0.0
H 5.758461 1.018741 -1.081890 0.0 0.0 0.0
H 5.464092 -0.192845 -2.333461 0.0 0.0 0.0
H 1.851550 0.520924 -3.406918 0.0 0.0 0.0
H 0.415248 -1.323468 -4.145919 0.0 0.0 0.0
H -0.646196 -3.965407 -2.399705 0.0 0.0 0.0
H 0.743314 -4.769303 -3.122718 0.0 0.0 0.0
H -0.212460 -3.642180 -4.084957 0.0 0.0 0.0
H 1.997787 -3.809536 -1.049492 0.0 0.0 0.0
H 3.494844 -1.984287 -0.364228 0.0 0.0 0.0
N -2.011804 -0.749650 -2.066749 0.0 0.0 0.0
N -3.144276 -1.012042 -1.292346 0.0 0.0 0.0
C -3.123168 -1.958640 -0.329914 0.0 0.0 0.0
N -4.287771 -2.156793 0.300662 0.0 0.0 0.0
S -1.763747 -2.861490 0.077707 0.0 0.0 0.0
H -1.903637 0.254254 -2.187543 0.0 0.0 0.0
H -2.095170 -1.194014 -2.975691 0.0 0.0 0.0
H -4.017623 -0.581121 -1.557786 0.0 0.0 0.0
H -5.133563 -1.666596 0.062512 0.0 0.0 0.0
H -4.316791 -2.847340 1.030226 0.0 0.0 0.0
```
Forces are in eV/Å.

ΔE to the lowest compared entry with this formula, charge and spin in kcal/mol: 1.25
Orbital gap in eV: 7.21
Electronic energy in eV: -137284.1462
Total charge: +1

=====

Record 2
C27H29F2Zr | ωB97M-V/def2-TZVPD

```
59
Properties=species:S:1:pos:R:3:forces:R:3
C -0.427351 0.688350 1.498061 1.2 0.7 -3.3
Zr 1.318397 1.446291 -3.094899 -0.7 0.6 2.4
C -0.723920 0.728105 -3.707216 -1.2 -0.4 -0.1
C 3.352470 0.446613 -1.882663 -0.2 -0.8 -1.3
C 2.252007 -0.421240 -1.532549 0.1 0.2 -0.9
C 1.741305 -0.985330 -2.759441 1.4 0.2 -0.8
C 2.492978 -0.438879 -3.876908 1.1 -1.1 1.4
C 3.503468 0.439173 -3.320548 0.0 -1.2 0.1
C 1.787213 3.354207 -1.413314 -0.4 1.1 -1.4
C 0.426542 3.470929 -1.883059 0.7 0.5 -0.1
C 0.465940 3.667863 -3.316095 0.2 0.0 0.6
C 1.849667 3.638976 -3.749899 0.5 0.5 -0.5
C 2.653969 3.484658 -2.559165 -0.7 0.4 0.5
H 0.633015 0.960817 1.620904 -0.6 0.3 0.1
H -1.053719 1.503644 1.104104 0.6 0.0 0.4
H -0.398857 -0.032254 0.643566 0.1 0.6 0.3
H -0.847975 0.758927 -4.808023 0.1 0.0 0.0
H -0.947403 -0.311927 -3.400616 0.0 0.3 -0.1
H -1.528748 1.363001 -3.288160 0.2 -0.2 -0.1
H 4.060377 0.892861 -1.179991 -0.5 0.2 -0.3
H 1.998513 -0.759667 -0.519938 0.0 0.4 -0.6
H 0.987657 -1.771027 -2.835364 0.1 0.6 0.0
H 2.397223 -0.713936 -4.931882 0.0 0.2 0.5
H 4.294211 0.934458 -3.896071 -0.5 -0.2 0.3
H 2.102577 3.395162 -0.365494 -0.2 -0.5 -0.5
H -0.457212 3.591526 -1.240274 0.5 -0.4 -0.4
H -0.386814 3.878644 -3.971096 0.3 -0.4 0.4
H 2.218821 3.818397 -4.769026 -0.2 0.2 0.8
H 3.749862 3.559795 -2.536477 -0.6 -0.4 0.0
C -6.294990 -0.634934 0.157502 -0.5 0.1 -0.3
C -4.959818 -0.486868 0.801510 0.1 0.1 0.8
C -4.127860 -1.573121 0.946634 0.5 -0.5 0.0
F -4.558796 -2.751348 0.397029 0.3 0.3 0.2
C -2.878901 -1.561399 1.578636 -0.5 0.4 0.0
C -2.433351 -0.367574 2.153821 -0.2 0.3 -0.9
C -1.007509 -0.041904 2.619208 -0.8 -1.2 1.4
C 0.044273 -1.115771 2.919836 0.7 0.0 -0.7
C 0.193458 -2.373600 2.310795 0.2 -0.1 0.4
C 1.298816 -3.157344 2.671177 -0.4 0.1 -0.4
F 1.322973 -4.464701 2.270972 0.0 0.5 -0.2
C 2.386598 -2.703569 3.384695 -0.6 0.1 0.6
C 3.518918 -3.615913 3.711714 0.5 -0.2 0.2
C 2.314410 -1.381193 3.843386 -0.3 -0.4 -0.7
C 1.196357 -0.607495 3.548984 0.3 0.2 0.7
C -3.245020 0.771320 1.939528 0.0 0.6 0.3
C -4.507776 0.716030 1.365786 0.3 -0.8 -0.4
H -6.808785 0.331038 0.188783 0.0 -0.2 0.0
H -6.213158 -0.930596 -0.900176 0.0 0.0 0.4
H -6.923063 -1.378222 0.677290 0.3 0.2 -0.2
H -2.273326 -2.451060 1.509788 -0.2 0.0 0.3
H -1.094538 0.590029 3.523887 0.1 -0.3 -0.3
H -0.414526 -2.738226 1.481925 -0.1 0.0 0.7
H 4.281345 -3.040290 4.245758 0.0 -0.2 0.0
H 3.207917 -4.454050 4.357907 0.1 0.3 -0.3
H 3.986203 -4.029996 2.806199 -0.2 0.0 0.3
H 3.170624 -0.985730 4.381597 -0.1 0.2 -0.1
H 1.279377 0.477944 3.715475 -0.4 -0.6 0.4
H -2.824222 1.781589 2.091619 -0.3 -0.7 0.5
H -5.149843 1.588818 1.270269 0.3 0.0 0.0
```
Forces are in eV/Å.

Orbital gap in eV: 3.26
Electronic energy in eV: -35182.8261
Total charge: -1

=====

Record 3
C27H29GdN6OS6 | ωB97M-V/def2-TZVPD

```
70
Properties=species:S:1:pos:R:3:forces:R:3
Gd -0.687259 0.028677 0.624323 -1.1 0.0 1.3
C 1.154981 1.220636 3.967131 0.0 -0.1 0.0
C 0.145393 2.248272 3.466773 0.0 0.1 -0.1
S -1.508344 1.653154 2.983718 0.0 0.1 0.2
C -1.985019 0.554446 4.361628 0.1 0.1 0.0
C -2.616588 -0.769770 3.943019 0.0 0.0 0.0
S -1.776473 -1.807774 2.711649 0.0 -0.1 0.2
C -0.346105 -2.533756 3.560627 -0.1 0.0 -0.1
C 0.679496 -1.584631 4.154208 0.0 0.1 0.0
S 1.307279 -0.317705 2.989014 0.0 0.0 0.2
H 2.135633 1.700183 3.977667 0.0 -0.1 0.0
H 0.952092 0.942510 5.000181 0.0 -0.1 0.0
H 0.036607 3.031415 4.219359 0.0 0.0 0.0
H 0.522218 2.741497 2.565596 -0.1 0.0 0.0
H -1.111600 0.395145 4.986452 0.0 0.0 0.0
H -2.714576 1.091773 4.968482 0.0 0.0 0.0
H -2.782486 -1.379408 4.833376 0.0 0.0 0.0
H -3.601506 -0.595005 3.507555 0.0 0.0 -0.1
H -0.709193 -3.205717 4.340811 0.0 0.0 0.0
H 0.115945 -3.164804 2.797585 0.0 0.0 0.0
H 0.278164 -1.086603 5.034626 0.0 0.0 0.0
H 1.531173 -2.178368 4.488134 0.0 0.0 0.0
N -1.071272 3.431397 -0.335314 -0.4 0.3 0.1
C -2.002411 2.724377 -1.016629 0.0 0.0 -0.3
N -2.809668 3.378566 -1.825419 0.0 0.0 0.0
C -3.613829 2.620610 -2.580393 0.0 -0.2 0.4
N -4.520530 3.205125 -3.342109 0.0 0.2 0.0
N -3.551474 1.261946 -2.620979 0.0 -0.1 0.0
C -2.769663 0.709085 -1.737938 -0.2 0.2 -0.1
N -2.034005 1.380968 -0.824179 0.1 -0.1 -0.3
C -2.685701 -0.782677 -1.765138 -0.1 -0.2 -0.2
C -3.275212 -1.486737 -2.807495 0.1 0.0 0.2
C -3.176751 -2.870180 -2.817272 0.1 0.0 0.1
C -2.510745 -3.509881 -1.781154 0.0 0.2 0.1
C -1.956260 -2.736202 -0.772814 0.0 -0.1 -0.2
N -2.030739 -1.403501 -0.768633 -0.2 0.1 -0.3
H -1.042041 4.414721 -0.567184 0.0 0.0 0.0
H -0.172310 3.020003 -0.187826 0.4 -0.2 0.0
H -4.602151 4.208778 -3.338522 0.0 0.0 0.0
H -5.133060 2.650071 -3.912057 0.0 0.0 -0.1
H -3.792376 -0.947349 -3.585126 0.0 0.0 0.0
H -3.619173 -3.440671 -3.621630 0.0 0.0 0.0
H -2.421230 -4.585571 -1.747148 0.0 0.0 0.0
H -1.435199 -3.200318 0.058909 0.0 0.0 -0.1
O 1.076527 -0.128952 -0.204480 1.1 -0.2 -0.6
C 2.147376 -0.109192 -1.149228 0.0 0.1 0.0
C 2.869182 1.205900 -0.951938 0.2 0.1 0.0
C 2.980264 1.912404 0.216569 -0.2 -0.3 -0.1
C 3.751088 3.085337 0.076336 0.2 0.3 -0.1
C 4.226179 3.241963 -1.192215 0.1 -0.1 0.0
S 3.759731 1.955959 -2.215416 -0.2 0.1 0.2
C 1.593118 -0.216638 -2.546637 0.1 -0.1 -0.1
C 1.969211 -1.056240 -3.551840 0.0 0.1 0.3
C 1.284415 -0.801969 -4.766620 -0.2 0.1 -0.1
C 0.406744 0.228631 -4.662518 0.0 0.0 -0.1
S 0.414140 0.919358 -3.091000 0.0 -0.2 -0.2
C 3.004903 -1.296486 -0.801332 0.1 -0.1 0.0
C 2.600013 -2.607941 -0.794323 -0.1 0.3 -0.1
C 3.614048 -3.488083 -0.377478 0.3 -0.1 0.2
C 4.768485 -2.832390 -0.053944 0.0 0.1 -0.2
S 4.638853 -1.148831 -0.296112 -0.2 -0.1 0.1
H 2.556042 1.569471 1.149768 0.0 0.0 0.0
H 3.955750 3.781869 0.874292 0.0 0.0 0.0
H 4.837665 4.040991 -1.574635 0.1 0.0 0.0
H 2.722506 -1.818187 -3.432794 0.1 0.0 0.0
H 1.448210 -1.357965 -5.676122 0.0 0.0 -0.1
H -0.232849 0.633761 -5.428159 0.0 0.0 0.0
H 1.611844 -2.920241 -1.103061 0.0 0.0 0.0
H 3.505609 -4.559266 -0.316272 0.0 -0.1 0.0
H 5.696917 -3.260010 0.283275 0.1 0.0 0.0
```
Forces are in eV/Å.

Orbital gap (alpha / beta) in eV: 7.26 / 4.32
Expectation value of S²: 16.035
Spin multiplicity: 8
Electronic energy in eV: -125294.1656
Total charge: +2